w | DFT (ωB97M-V with the def2-TZVPD basis set) results for a single C3H4ClFO molecule.

LUMO level   0.586 eV

Atoms and positions in Å:
H -0.4264 -1.6562 -0.3961
H -0.8191 1.5476 0.9911
H 1.3047 -1.3600 -0.2257
C -0.5746 1.3949 -0.0293
H 0.9469 -1.3051 1.7028
C 0.3046 -0.9764 0.0688
O 0.1097 -0.8968 1.4001
Cl -1.1675 2.6065 -1.0716
C 0.0413 0.3351 -0.5744
F 0.2804 0.3104 -1.8657


x | DFT (ωB97M-V with the def2-TZVPD basis set) results for 2 unconnected molecules or ions with the total composition C3H4ClFO.

LUMO level (spin up / spin down)   -0.492 / -0.492 eV

Atoms and positions in Å:
C 2.0102 -0.6345 -0.0201
Cl 3.5872 -0.1156 0.4918
F 1.9416 2.1965 -0.0239
O 1.5670 -0.2458 -1.3295
H -0.8075 1.3650 -0.7446
C -0.4527 0.6217 -0.0328
H 1.8018 -1.6695 0.2289
C 0.9358 0.2915 -0.3071
H -0.5582 1.0000 0.9798
H -1.0493 -0.2877 -0.1489


Most stable of them? w.


w | DFT (ωB97M-V with the def2-TZVPD basis set) results for 4 unconnected molecules or ions with the total composition C3H14O3S.

LUMO level   0.408 eV

Atoms and positions in Å:
O -1.9515 -1.1204 -1.4355
H 0.3793 2.3182 -0.1618
O -1.2604 -1.7956 1.4119
S 2.3831 -1.5777 0.8345
H 0.4016 -0.2429 0.5908
C 1.9713 0.8912 -0.4139
H 0.3212 1.5011 -1.6987
H 2.4899 1.2552 0.4779
H -1.8522 -2.2147 2.0387
H -2.3192 -0.0293 1.3705
C 1.2891 -0.4143 -0.0178
H -2.7617 -1.5274 -1.7587
H 0.8949 -0.9480 -0.8862
C 0.9996 1.9311 -0.9579
H 2.6252 -0.7871 1.8935
O -2.4048 0.6239 0.6594
H 2.7837 0.6517 -1.1047
H 1.5781 2.6709 -1.5057
H -1.4287 -2.0863 0.5073
H -1.8601 1.3637 0.9406
H -2.2782 -0.4633 -0.7839


x | DFT (ωB97M-V with the def2-TZVPD basis set) results for 4 unconnected molecules or ions with the total composition C3H14O3S.

LUMO level   0.508 eV

Atoms and positions in Å:
S -1.3978 0.2616 0.3597
H -0.6833 2.2418 1.6382
C -0.2466 -0.6510 -0.7480
H -1.6293 3.1100 -2.3074
H -1.1113 2.1666 -1.2266
H -0.1820 -1.6243 -0.2337
H 0.8239 -1.6188 1.8638
H 3.1769 -1.3910 1.2128
O 0.3412 -1.6044 2.7123
H -0.4152 0.7750 2.5205
H 2.4487 -0.2273 0.5754
O 2.4350 -1.2000 0.7045
O -0.8074 2.6679 -1.9883
H 0.7371 -0.1763 -0.7555
H -0.4837 -2.0347 2.5097
H -1.7357 -1.3563 -2.1627
C -0.2636 1.2598 1.5627
H -0.9782 0.1963 -2.6122
H 0.8291 1.3258 1.3560
C -0.7951 -0.7954 -2.1779
H -0.0626 -1.3253 -2.8032


Most stable of them? w.


w | DFT (ωB97M-V with the def2-TZVPD basis set) results for a molecular structure, C3H4Cl2O.

LUMO level (spin up / spin down)   -0.407 / -1.149 eV

Atoms and positions in Å:
Cl -4.7967 0.9662 -1.9310
H 0.3359 1.1158 -0.0381
C -4.0083 -0.5085 -1.3362
O -4.5117 -1.5263 -1.4917
H -0.3126 -0.4008 0.8947
H 0.0392 -1.5453 -1.6727
C 0.3935 -0.0476 0.0398
H 1.4189 -0.3970 0.0377
Cl -1.6859 0.0319 -1.5511
C -0.0994 -0.5560 -1.3121


x | DFT (ωB97M-V with the def2-TZVPD basis set) results for a molecular structure, C3H4Cl2O.

LUMO level   0.259 eV

Atoms and positions in Å:
Cl 1.9748 -1.1343 -0.6583
H -0.7517 1.6250 -0.5462
O -1.2574 -0.1176 -1.3784
C 1.0485 0.4050 -0.0323
C -0.1173 0.0101 0.8357
H 1.4698 1.2977 0.4906
C -0.5255 0.6191 -0.5413
H -0.2344 0.3185 1.8005
Cl -0.3569 -1.8231 0.7859
H -1.2500 -1.2004 -0.7562


Most stable of them? x.


w | DFT (ωB97M-V with the def2-TZVPD basis set) results for 2 unconnected molecules or ions with the total composition C3H6N6.

LUMO level   1.048 eV

Atoms and positions in Å:
H -2.8298 -0.5607 1.4249
C -0.6443 -0.3692 0.5588
H -1.5944 -0.5353 -1.4133
N 0.3320 1.6299 -0.2650
H -2.5162 0.8862 0.2802
N 0.3224 0.5886 0.2646
H -1.8869 -2.0587 -0.3937
C -2.1369 -0.0210 0.6071
N 3.0830 0.5096 -0.6815
N 0.5622 2.5775 -0.7996
N 2.9008 -0.5390 -0.2261
H -0.2069 -0.9406 1.2319
C -1.5897 -0.9593 -0.4266
H 3.5085 1.4011 -0.2521
N 2.6962 -1.6090 0.0904


x | DFT (ωB97M-V with the def2-TZVPD basis set) results for a single C3H6N6 molecule.

LUMO level   0.259 eV

Atoms and positions in Å:
N -0.2156 -0.6415 -0.3187
C -1.4924 -0.2566 -0.1102
H -3.0647 -0.7796 0.8242
N -1.7250 1.0540 -0.1588
C 2.5803 -0.2244 -0.1701
H 4.0911 -1.2325 0.1134
N -0.5046 1.7616 -0.0338
C 0.4547 0.5806 -0.1859
H -2.3223 -2.2344 0.0471
H -2.4419 1.3461 -0.8927
N 1.7482 0.8330 -0.0392
H 1.9491 -1.0771 -0.1554
N -2.4780 -1.1487 0.0542
H -0.3930 2.2830 0.9944
N 3.8142 -0.2635 0.0316


Most stable of them? x.


w | DFT (ωB97M-V with the def2-TZVPD basis set) results for 2 unconnected molecules or ions with the total composition C2H8N2.

LUMO level   1.057 eV

Atoms and positions in Å:
H 2.2874 2.5614 2.8849
H -5.0774 -2.7753 -2.3956
N 1.8465 1.0171 0.9581
H -4.1035 -1.6329 -1.4559
H 3.4396 1.9438 0.1604
C 2.9380 1.7182 1.1360
H 2.1181 0.1603 0.4604
H 4.1294 2.5768 2.7706
H -3.4588 -3.3532 -1.6892
N 3.1481 2.3123 2.3491
H -3.2880 -2.1328 -3.0106
C -3.9794 -2.3957 -2.1681


x | DFT (ωB97M-V with the def2-TZVPD basis set) results for a single C2H8N2 molecule.

LUMO level   1.140 eV

Atoms and positions in Å:
H -0.6459 0.8330 1.4429
C 0.4075 -0.9883 1.1254
H -0.1353 -1.3421 2.0340
H 0.8853 -0.1162 -1.7668
H 0.9237 1.5060 -1.3807
H -1.2801 1.5235 -0.6426
H 1.4837 -0.8320 1.2481
N 0.3531 0.6823 -1.6578
N -0.0126 0.3839 0.7115
C -0.6779 0.5631 -0.6323
H 0.0900 -1.8655 0.4124
H -1.3915 -0.3477 -0.8941


y | DFT (ωB97M-V with the def2-TZVPD basis set) results for a molecular structure, C2H8N2.

LUMO level   1.014 eV

Atoms and positions in Å:
H -0.7852 -0.8796 0.8918
H -1.5832 0.4544 -0.1621
H 0.5920 1.1458 -0.9418
H 1.9859 1.2527 1.4236
H 1.4649 -0.3645 -0.4998
N -0.5377 -1.6999 -1.0268
N 0.9450 1.0255 1.1516
C -0.7148 -0.3330 -0.0507
H -0.9978 -0.5858 -1.2956
C 0.6309 0.3693 -0.1521
H 0.3941 1.8705 1.2854
H -1.3939 -2.2556 -0.6235


z | DFT (ωB97M-V with the def2-TZVPD basis set) results for a single C2H8N2 molecule.

LUMO level   1.212 eV

Atoms and positions in Å:
C -0.0140 -0.4117 -1.0216
N -0.3500 0.9831 -1.3312
H 1.5858 -0.2429 0.4546
H 0.6018 -0.9536 -1.7282
H -1.1164 -0.8074 1.2713
H -0.7459 1.5132 -0.5784
N 0.6442 -0.5448 0.2684
H 0.2708 -0.6747 2.3067
H -0.0990 0.8578 1.6360
H -0.9979 -0.9364 -0.9556
C -0.2229 -0.2073 1.4480
H 0.4435 1.4246 -1.7701


Most stable of them? z.


w | DFT (ωB97M-V with the def2-TZVPD basis set) results for a gas-phase ion, C4H11N2S (charge +1).

Total charge   +1
LUMO level   -3.299 eV

Atoms and positions in Å:
C -0.8245 -0.2951 0.5279
H 1.5071 0.2802 -1.5467
H 1.5863 1.4245 0.4317
H 1.6500 -2.2612 -0.4374
H 0.8360 2.5433 -0.6086
S -2.6790 -0.3512 -0.1456
H -0.9732 -0.6522 1.5671
C 0.6212 1.5481 -0.0944
H -2.7003 -1.6678 -0.4136
H 1.7555 -1.2405 0.9477
H 0.4534 -2.3987 0.7562
C 0.5703 0.4072 -1.1868
N -0.6818 1.2562 0.6403
N 0.1044 -0.6919 -0.3809
C 0.9994 -1.5960 0.3099
H -1.4363 1.5777 0.1533
H -0.2102 0.4727 -2.0679
H -0.5784 1.6447 1.5477


x | DFT (ωB97M-V with the def2-TZVPD basis set) results for a gas-phase ion, C4H11N2S (charge +1).

Total charge   +1
LUMO level   -3.160 eV

Atoms and positions in Å:
C 2.1419 -1.1716 0.5469
H 1.6741 -2.0540 0.2317
H -2.9507 1.5623 -0.4063
N -2.9429 -0.4135 0.2633
S 2.2395 1.6153 -0.2273
H -0.4665 -1.0887 0.0414
H -0.5358 1.8579 -0.4769
H 2.3627 -1.0709 1.6191
C 0.0087 -0.1041 -0.2349
N -0.9386 0.9647 -0.6210
C -2.3774 0.8319 0.1508
H -1.1205 0.6931 -1.5699
H -3.0545 -0.9814 -0.6615
H 3.2329 0.8551 -0.3766
C 1.2916 0.0554 0.0740
H -2.1586 1.1997 1.1232
H -2.4065 -1.0624 0.8386
H 3.2331 -1.0717 0.1851


Most stable of them? x.